Computed, not measured: a structure of composition C43H44AsFeNOP2S2, with ωB97M-V with the def2-TZVPD basis set.

Calculated values
- Maximum force: 0.2 eV Å⁻¹
- Gap between HOMO and LUMO (spin up / spin down): 6.1 / 6.7 eV
- Molar mass: 847.68 g mol⁻¹
- E_HOMO (spin up / spin down): -3.628 / -4.244 eV
- Energy relative to the best compared isomer or geometry (same formula, charge and spin): 245.8 kJ/mol

```
! RIJCOSX wB97M-V def2-TZVPD def2/J DEFGRID3
* xyz -1 2
Fe 0.24628 -0.93340 -0.51086
S 0.37735 -1.06239 1.84259
P 0.19626 0.94500 1.44437
C -1.05404 0.47694 0.12146
P -2.73362 0.76889 -0.13999
S -4.00877 -0.57763 0.54207
C -3.28497 2.44264 0.41597
C -4.15020 2.57082 1.49189
C -4.62401 3.81977 1.87308
C -4.24431 4.95480 1.17535
C -3.38135 4.83683 0.09181
C -2.90814 3.59011 -0.28284
C -3.00652 1.02454 -1.94591
C -4.27182 0.82139 -2.48947
C -4.51270 1.08649 -3.82963
C -3.48940 1.56098 -4.64168
C -2.22517 1.76503 -4.10527
C -1.98478 1.49662 -2.76356
C 1.69670 1.48562 2.66985
C 2.04979 0.77459 3.81596
C 3.01827 1.23790 4.70080
C 3.66893 2.43969 4.46429
C 3.32845 3.17501 3.33711
C 2.35660 2.70133 2.46711
C -0.82322 2.08023 2.47387
C -0.84732 3.46548 2.33587
C -1.57234 4.24543 3.22234
C -2.27601 3.65480 4.26438
C -2.27263 2.27443 4.39319
C -1.56027 1.48958 3.49619
H -4.45522 1.67324 2.01832
H -5.29080 3.90229 2.72294
H -4.61748 5.92798 1.47147
H -3.08212 5.71662 -0.46579
H -2.25948 3.51181 -1.14731
H -5.05581 0.43729 -1.84689
H -5.50086 0.92197 -4.24232
H -3.67884 1.77320 -5.68731
H -1.42080 2.13643 -4.73080
H -0.99234 1.63235 -2.34600
H 1.56356 -0.17249 4.01653
H 3.26634 0.65135 5.57880
H 4.42829 2.80053 5.14813
H 3.82244 4.11899 3.13368
H 2.11961 3.30369 1.59482
H -0.29945 3.94868 1.53480
H -1.59126 5.32183 3.09580
H -2.83731 4.26838 4.95865
H -2.83556 1.80018 5.18857
H -1.56954 0.40912 3.58770
N -1.03339 -1.45047 -4.35818
C -0.82682 -1.40851 -3.01457
O 0.11268 -0.74795 -2.55766
C -1.74243 -2.18057 -2.11606
C -1.05104 -2.45663 -0.78142
H -0.58692 -0.72427 -4.89558
H -1.94034 -1.74915 -4.67444
H -2.12804 -3.05745 -2.65379
H -2.60665 -1.52266 -1.94648
H -0.62006 -3.47006 -0.82464
H -1.78990 -2.47119 0.01687
C 2.76734 2.19605 -2.22035
C 1.57858 2.87785 -1.95516
C 0.81112 2.52958 -0.86150
C 1.23362 1.52454 0.01577
C 2.43717 0.87667 -0.23396
C 3.19046 1.19806 -1.36416
H 3.35759 2.45358 -3.09137
H 1.24820 3.67018 -2.61689
H -0.13246 3.02840 -0.67478
H 2.79983 0.15226 0.48597
H 4.11971 0.67530 -1.55640
C 3.87363 -2.35517 -0.66827
As 1.92964 -2.58750 -0.75027
C 1.87739 -3.64486 -2.39270
C 1.75369 -3.96103 0.66165
C 2.33686 -5.29352 0.33171
C 1.58246 -6.24755 -0.35327
C 2.12408 -7.47524 -0.69971
C 3.43852 -7.77905 -0.36892
C 4.19845 -6.84400 0.31838
C 3.65150 -5.61618 0.66585
H 4.38391 -3.31678 -0.72991
H 4.14198 -1.85801 0.26450
H 4.18857 -1.73019 -1.50407
H 2.58596 -4.47208 -2.36581
H 2.12279 -2.97121 -3.21469
H 0.87109 -4.03175 -2.55327
H 0.68609 -4.02375 0.86651
H 2.22816 -3.51226 1.53549
H 0.55614 -6.01388 -0.61467
H 1.51748 -8.19930 -1.22987
H 3.86320 -8.73767 -0.63888
H 5.22164 -7.07190 0.59137
H 4.24815 -4.89558 1.21349
*
```